{
  "formula": "C46H58ClN5O5RuSSe",
  "method": "the ωB97M-V functional and the def2-TZVPD basis",
  "spin_multiplicity": 6,
  "s_squared": 8.81,
  "orbital_gap_ev": [6.44, 5.22],
  "total_charge": 1,
  "e_lumo_ev": [-3.73, -4.95],
  "species": ["Ru", "C", "C", "C", "C", "C", "C", "C", "N", "C", "C", "C", "C", "C", "C", "O", "C", "C", "C", "C", "C", "C", "C", "C", "C", "O", "C", "C", "C", "C", "C", "C", "H", "H", "H", "H", "H", "H", "H", "H", "H", "H", "H", "H", "H", "H", "H", "H", "H", "H", "H", "H", "H", "H", "H", "H", "H", "H", "H", "H", "H", "H", "H", "H", "H", "H", "H", "H", "H", "H", "H", "H", "S", "C", "N", "C", "C", "N", "H", "H", "H", "H", "H", "H", "Se", "N", "C", "C", "C", "C", "C", "C", "N", "H", "H", "H", "H", "C", "C", "C", "C", "Cl", "C", "C", "C", "O", "C", "C", "O", "O", "H", "H", "H", "H", "H", "H", "H", "H"],
  "coordinates": [[-22.578, 8.416, -4.960], [-28.422, 4.813, -2.176], [-28.569, 5.905, -3.283], [-29.728, 6.806, -2.898], [-28.839, 5.186, -4.618], [-27.228, 6.665, -3.360], [-26.390, 6.574, -4.420], [-25.204, 7.337, -4.422], [-24.271, 7.418, -5.408], [-24.017, 6.232, -6.193], [-24.602, 5.937, -7.411], [-24.206, 4.719, -8.084], [-23.133, 3.934, -7.580], [-22.545, 4.179, -6.406], [-22.915, 5.430, -5.736], [-22.207, 5.909, -4.811], [-21.460, 3.321, -5.779], [-20.149, 4.106, -5.817], [-21.309, 1.969, -6.491], [-21.817, 3.080, -4.313], [-24.955, 4.224, -9.308], [-25.492, 2.798, -9.070], [-26.154, 5.205, -9.528], [-24.076, 4.242, -10.595], [-24.818, 8.124, -3.273], [-23.675, 8.727, -3.280], [-25.649, 8.139, -2.131], [-26.828, 7.430, -2.215], [-25.179, 8.892, -0.895], [-23.906, 8.217, -0.328], [-24.920, 10.337, -1.280], [-26.276, 8.908, 0.172], [-29.348, 4.272, -2.250], [-28.347, 5.195, -1.152], [-27.525, 4.197, -2.338], [-30.657, 6.250, -3.026], [-29.837, 7.627, -3.599], [-29.707, 7.253, -1.916], [-29.818, 4.699, -4.572], [-28.118, 4.377, -4.758], [-28.868, 5.853, -5.492], [-26.621, 6.042, -5.298], [-25.383, 6.607, -7.761], [-22.752, 3.026, -8.097], [-20.210, 4.797, -6.662], [-19.228, 3.500, -5.910], [-20.062, 4.752, -4.953], [-21.041, 2.139, -7.547], [-22.222, 1.359, -6.425], [-20.477, 1.452, -5.971], [-21.791, 4.056, -3.794], [-21.066, 2.369, -3.864], [-22.791, 2.634, -4.203], [-26.150, 2.770, -8.128], [-24.726, 2.052, -9.044], [-26.190, 2.560, -9.930], [-26.768, 5.265, -8.618], [-26.765, 4.950, -10.389], [-25.746, 6.195, -9.782], [-23.203, 3.594, -10.429], [-23.781, 5.254, -10.874], [-24.700, 3.750, -11.379], [-27.431, 7.413, -1.293], [-23.092, 8.315, -1.060], [-24.115, 7.153, -0.110], [-23.570, 8.790, 0.539], [-24.544, 10.405, -2.305], [-24.153, 10.727, -0.618], [-25.776, 10.954, -1.145], [-26.501, 7.862, 0.455], [-27.102, 9.419, -0.207], [-25.944, 9.505, 1.029], [-18.440, 10.941, -6.507], [-19.161, 11.073, -7.977], [-20.447, 11.469, -8.141], [-20.876, 11.425, -9.517], [-19.629, 10.907, -10.290], [-18.665, 10.669, -9.202], [-21.062, 11.615, -7.315], [-21.068, 12.466, -9.860], [-21.722, 10.765, -9.696], [-19.371, 11.762, -10.910], [-19.787, 10.016, -10.893], [-17.693, 10.577, -9.269], [-21.770, 7.920, -8.344], [-21.299, 8.006, -6.633], [-19.999, 7.852, -6.579], [-19.210, 7.707, -5.444], [-17.877, 7.461, -5.646], [-17.176, 7.504, -6.854], [-17.898, 7.662, -7.997], [-19.357, 7.827, -7.863], [-20.139, 7.824, -8.910], [-19.555, 7.637, -4.397], [-17.132, 7.258, -4.853], [-16.101, 7.341, -6.900], [-17.543, 7.651, -9.022], [-17.751, 12.702, -3.197], [-18.167, 11.522, -2.374], [-17.195, 10.669, -1.835], [-17.524, 9.564, -1.037], [-16.265, 8.576, -0.342], [-18.861, 9.278, -0.759], [-19.842, 10.079, -1.259], [-19.465, 11.190, -2.090], [-20.532, 11.963, -2.511], [-20.832, 12.049, -3.900], [-21.629, 10.834, -4.516], [-22.540, 10.958, -5.353], [-21.293, 9.653, -4.110], [-16.655, 12.911, -3.198], [-18.214, 13.610, -2.818], [-17.957, 12.618, -4.260], [-16.165, 10.909, -2.053], [-19.096, 8.399, -0.183], [-20.884, 9.963, -1.060], [-19.956, 12.249, -4.456], [-21.545, 12.876, -4.134]],
  "forces_ev_per_a": [[0.08, -0.06, 0.69], [0.40, 0.55, -0.33], [1.32, -0.22, 0.33], [-0.56, 0.31, -0.93], [-0.46, -0.11, 0.26], [-1.07, -0.09, 1.17], [1.25, 1.04, -0.21], [0.20, 0.32, 0.60], [0.50, -1.44, -1.47], [-0.64, 0.49, -1.10], [0.47, -0.87, 0.75], [-0.12, 0.66, -0.10], [-0.43, -1.04, -1.12], [0.48, 0.96, 1.47], [0.76, -0.05, 0.71], [-0.11, 0.25, 0.02], [-0.24, -0.37, 0.20], [0.56, 0.48, -0.58], [0.42, 0.31, 0.13], [0.95, -0.14, 0.71], [-0.77, 1.03, -0.37], [-2.34, 0.72, 0.11], [0.65, -0.13, -0.15], [-0.69, -1.11, 0.54], [-0.14, -0.24, -0.01], [0.01, -0.45, -0.96], [-0.78, -0.28, 0.35], [0.39, 0.30, 0.84], [-0.43, -0.29, 0.22], [-0.11, 0.22, -0.68], [1.26, 0.02, -0.34], [1.69, -1.12, 0.56], [-0.17, -0.80, 0.20], [-0.06, 0.27, -0.28], [-0.49, -0.09, -0.13], [-0.05, -0.17, 0.34], [0.16, 0.29, -0.24], [0.24, -0.16, 0.41], [0.05, 0.08, 0.05], [0.07, 0.20, -0.20], [0.17, -0.12, 0.31], [-0.32, -0.68, -0.81], [0.24, -0.35, -0.08], [-0.85, 0.83, 0.00], [0.46, -0.07, -0.23], [-0.61, 0.09, 0.03], [0.09, -0.04, 0.24], [0.06, -0.37, 0.33], [0.28, 0.16, -0.06], [-0.51, 0.06, -0.52], [-0.01, -0.84, 0.04], [-0.68, 0.80, -0.33], [-0.47, -0.22, 0.06], [1.13, -0.10, -1.23], [0.48, -0.47, 0.21], [0.79, 0.12, 0.88], [0.00, 0.01, -0.47], [-0.11, -0.43, 0.04], [-0.21, -0.16, 0.28], [-0.04, 0.35, -0.23], [0.02, -0.12, -0.08], [0.61, 0.61, 0.29], [0.05, -0.08, -0.86], [-0.22, -0.34, 0.18], [0.32, 0.54, 0.13], [-0.19, -0.35, 0.25], [-0.14, 0.38, 0.38], [0.20, 0.24, 0.06], [-0.83, 0.42, -0.11], [-0.16, 0.66, 0.30], [-1.71, 0.50, -0.62], [0.11, -0.41, 0.04], [0.63, 0.05, 0.46], [-0.76, -0.61, -0.98], [-0.15, -0.27, 0.87], [0.09, 0.56, -0.64], [0.22, 0.79, 0.68], [-2.04, 0.85, 1.10], [0.73, -0.16, -1.09], [-0.41, -0.80, 0.10], [-0.28, 0.20, 0.19], [0.66, -0.35, -0.36], [-0.09, 0.00, 0.07], [1.28, -0.13, -0.45], [-1.50, 0.36, -0.55], [-1.25, 0.01, 0.50], [0.54, 0.52, -0.09], [1.72, -0.95, 1.95], [0.96, 0.19, 1.89], [-0.47, -0.12, -2.55], [-1.25, 0.23, 0.24], [2.13, -0.76, -0.34], [0.21, 0.06, -0.42], [-0.23, 0.27, -0.93], [-1.28, 0.17, 0.32], [-0.27, 0.09, 0.16], [0.28, 0.00, 0.22], [0.94, 0.70, -0.11], [0.81, -0.69, 0.02], [0.02, -0.63, 0.48], [0.11, 0.96, -0.64], [-0.18, 0.12, -0.20], [0.55, -0.60, 0.24], [1.00, 1.97, -1.47], [-1.63, -1.06, 0.67], [-0.84, 0.32, -0.64], [-2.09, -0.24, -0.04], [0.57, 0.79, 0.22], [0.73, 0.20, 0.32], [0.38, -0.46, 0.13], [-0.67, -0.49, 0.46], [-0.23, 0.10, -0.08], [-0.40, -0.16, -0.10], [0.20, -0.16, 0.14], [-0.06, -0.06, 0.27], [-0.45, -0.27, 0.07], [0.91, -0.19, -0.90], [0.65, -0.26, 0.88]],
  "lowdin_spin": [2.55, 0.01, 0.01, 0.01, 0.00, 0.13, 0.01, 0.18, 0.25, 0.18, 0.01, 0.24, 0.00, 0.12, 0.11, 0.36, 0.01, 0.01, 0.00, 0.01, 0.03, 0.01, 0.00, 0.02, 0.17, 0.22, 0.03, 0.08, 0.00, 0.00, 0.00, 0.00, 0.00, 0.00, 0.00, 0.00, 0.00, 0.00, 0.00, 0.00, 0.00, 0.00, 0.00, 0.00, 0.00, 0.00, 0.00, 0.00, 0.00, 0.00, 0.00, 0.00, 0.00, 0.00, 0.00, 0.00, 0.00, 0.00, 0.00, 0.00, 0.00, 0.00, 0.00, 0.00, 0.00, 0.00, 0.00, 0.00, 0.00, 0.00, 0.00, 0.00, 0.00, 0.00, 0.00, 0.00, 0.00, 0.00, 0.00, 0.00, 0.00, 0.00, 0.00, 0.00, 0.00, 0.00, 0.01, 0.00, 0.01, 0.00, 0.01, 0.00, 0.02, 0.00, 0.00, 0.00, 0.00, 0.00, 0.00, 0.00, 0.00, 0.00, 0.00, 0.00, 0.00, 0.00, 0.00, 0.02, 0.08, 0.10, 0.00, 0.00, 0.00, 0.00, 0.00, 0.00, 0.00, 0.00]
}

---

{
  "formula": "C46H58F3GeN3O3SSi2Tc",
  "method": "the ωB97M-V functional and the def2-TZVPD basis",
  "spin_multiplicity": 1,
  "orbital_gap_ev": 5.63,
  "total_charge": 1,
  "relative_energy_ev": 0.000,
  "e_lumo_ev": -3.69,
  "species": ["Tc", "C", "O", "C", "C", "C", "C", "C", "C", "O", "C", "O", "C", "H", "H", "H", "H", "H", "H", "H", "H", "H", "C", "Si", "C", "C", "C", "C", "C", "C", "C", "C", "N", "Si", "C", "C", "C", "H", "H", "H", "H", "H", "H", "H", "H", "H", "H", "H", "H", "H", "H", "H", "H", "H", "H", "H", "H", "H", "H", "C", "C", "N", "C", "S", "N", "C", "C", "H", "H", "H", "H", "H", "H", "H", "H", "H", "H", "H", "H", "F", "C", "F", "F", "C", "Ge", "C", "C", "C", "C", "C", "C", "C", "C", "C", "C", "C", "C", "C", "C", "C", "C", "C", "C", "H", "H", "H", "H", "H", "H", "H", "H", "H", "H", "H", "H", "H", "H", "H"],
  "coordinates": [[-0.134, 0.007, 0.039], [-1.175, 4.122, 6.533], [-1.644, 3.377, 5.420], [-0.742, 2.706, 4.680], [0.646, 2.738, 4.913], [1.470, 1.983, 4.124], [0.994, 1.219, 3.043], [1.885, 0.400, 2.276], [3.231, 0.025, 2.831], [1.638, -0.039, 1.127], [-0.406, 1.254, 2.758], [-0.954, 0.643, 1.742], [-1.245, 1.958, 3.635], [-2.057, 4.543, 7.007], [-0.516, 4.936, 6.221], [-0.656, 3.483, 7.250], [1.064, 3.339, 5.707], [2.535, 2.009, 4.316], [3.228, -0.011, 3.917], [3.982, 0.740, 2.487], [3.489, -0.958, 2.441], [-2.313, 1.936, 3.459], [-1.823, 3.856, 0.593], [-0.600, 3.321, -0.738], [-0.716, 4.640, -2.093], [1.157, 3.333, -0.042], [-0.982, 1.584, -1.421], [-2.334, 1.113, -1.059], [-3.602, 1.647, -1.234], [-4.686, 0.948, -0.729], [-4.470, -0.238, -0.035], [-3.177, -0.699, 0.125], [-2.146, -0.038, -0.404], [-0.587, 1.109, -3.198], [1.064, 0.217, -2.869], [-0.288, 2.408, -4.538], [-1.827, -0.150, -3.845], [-1.431, 4.724, 1.128], [-2.015, 3.075, 1.328], [-2.780, 4.143, 0.154], [-0.784, 5.626, -1.627], [-1.598, 4.508, -2.723], [0.162, 4.640, -2.740], [1.343, 4.262, 0.503], [1.908, 3.247, -0.832], [1.319, 2.510, 0.657], [-3.724, 2.590, -1.753], [-5.693, 1.321, -0.861], [-5.292, -0.799, 0.387], [-2.961, -1.599, 0.683], [1.946, 0.842, -3.173], [1.119, -0.695, -3.483], [2.130, -0.539, -1.175], [0.456, 3.154, -4.259], [-1.208, 2.935, -4.798], [0.063, 1.897, -5.438], [-1.745, -1.085, -3.287], [-1.671, -0.362, -4.904], [-2.847, 0.221, -3.730], [-3.836, -3.140, 6.089], [-3.340, -2.770, 4.695], [-1.941, -2.367, 4.695], [-0.872, -2.921, 4.096], [0.525, -2.008, 3.910], [-0.924, -4.180, 3.619], [-1.672, -5.317, 4.143], [-2.451, -6.039, 3.050], [-4.898, -3.386, 6.061], [-3.692, -2.305, 6.775], [-3.292, -3.995, 6.492], [-3.930, -1.930, 4.321], [-3.479, -3.594, 3.998], [-1.752, -1.439, 5.037], [-0.101, -4.417, 3.090], [-2.341, -4.977, 4.928], [-0.966, -6.012, 4.606], [-3.118, -5.352, 2.529], [-3.043, -6.846, 3.484], [-1.772, -6.469, 2.313], [1.003, -2.726, -0.201], [-0.193, -2.070, -0.195], [-0.841, -2.508, -1.323], [-0.892, -2.630, 0.848], [1.133, -0.157, -1.438], [3.859, 0.194, -3.605], [4.542, 1.955, -3.097], [3.703, 3.066, -3.167], [4.164, 4.310, -2.771], [5.458, 4.451, -2.289], [6.299, 3.349, -2.228], [5.849, 2.103, -2.634], [3.265, -0.149, -5.427], [2.737, 0.880, -6.206], [2.237, 0.603, -7.467], [2.262, -0.698, -7.954], [2.807, -1.720, -7.189], [3.307, -1.451, -5.925], [4.229, -1.378, -2.523], [3.360, -2.468, -2.586], [3.611, -3.596, -1.824], [4.733, -3.647, -1.009], [5.598, -2.563, -0.942], [5.344, -1.423, -1.687], [2.683, 2.960, -3.520], [3.510, 5.171, -2.829], [5.815, 5.417, -1.960], [7.309, 3.456, -1.856], [6.528, 1.260, -2.611], [2.721, 1.895, -5.827], [1.832, 1.401, -8.075], [1.862, -0.916, -8.936], [2.848, -2.729, -7.575], [3.742, -2.248, -5.335], [2.472, -2.431, -3.207], [2.921, -4.428, -1.860], [4.932, -4.529, -0.416], [6.466, -2.600, -0.298], [6.013, -0.577, -1.611]],
  "forces_ev_per_a": [[1.11, 0.39, -2.15], [0.00, 0.09, 0.13], [0.02, -0.03, 0.01], [0.07, -0.16, -0.15], [0.09, 0.15, 0.22], [0.05, -0.07, -0.06], [-0.35, 0.08, -0.27], [0.14, 0.11, 0.11], [-0.06, -0.08, -0.05], [0.07, -0.18, 0.09], [0.23, 0.12, 0.42], [-0.23, 0.34, 0.44], [-0.11, -0.10, -0.19], [-0.01, -0.01, -0.03], [0.00, -0.03, -0.02], [0.00, -0.01, -0.04], [0.00, -0.04, -0.02], [-0.03, -0.03, 0.05], [0.04, 0.01, -0.01], [0.01, 0.02, 0.03], [0.01, 0.02, -0.03], [0.01, 0.03, -0.01], [0.06, -0.27, -0.12], [0.15, 0.16, -0.07], [0.12, -0.13, 0.19], [-0.22, 0.01, -0.06], [0.18, -0.08, 0.24], [0.10, -0.11, 0.11], [-0.11, -0.02, -0.05], [0.10, 0.01, 0.01], [0.01, -0.02, -0.02], [-0.16, -0.10, -0.01], [-0.85, -0.23, 0.07], [0.16, -0.13, 0.18], [0.19, -0.30, -0.15], [-0.13, -0.09, 0.25], [0.16, 0.15, 0.14], [0.05, 0.02, -0.05], [0.01, -0.03, -0.02], [0.01, 0.01, -0.01], [0.00, 0.01, 0.00], [-0.01, 0.00, 0.01], [-0.02, 0.04, -0.01], [0.00, 0.03, -0.04], [-0.02, -0.03, -0.02], [0.00, 0.03, 0.02], [-0.01, -0.01, -0.01], [0.01, 0.03, 0.00], [-0.01, 0.01, -0.01], [0.09, 0.01, -0.04], [0.12, 0.36, -0.07], [-0.04, 0.04, 0.01], [-0.16, 0.06, 0.36], [-0.02, -0.01, 0.00], [0.02, 0.03, 0.00], [-0.03, -0.06, 0.01], [-0.03, 0.02, 0.03], [0.08, 0.01, 0.00], [0.00, -0.01, -0.01], [0.01, 0.00, -0.11], [-0.06, -0.09, 0.11], [-0.18, -0.05, 0.18], [0.06, 0.15, -0.15], [0.26, 0.02, 0.05], [-0.17, -0.19, 0.01], [-0.12, -0.06, -0.10], [0.04, 0.05, 0.11], [0.00, 0.01, 0.02], [-0.03, -0.01, 0.01], [-0.01, 0.01, 0.02], [0.03, -0.01, -0.07], [-0.01, 0.12, -0.04], [0.09, 0.03, -0.02], [0.09, 0.07, 0.02], [0.14, -0.07, 0.00], [-0.01, 0.03, 0.05], [-0.03, -0.01, 0.00], [0.01, -0.03, -0.05], [-0.02, 0.00, -0.02], [-0.20, 0.05, 0.07], [-0.06, 0.15, -0.25], [0.12, -0.02, 0.23], [0.10, -0.04, -0.15], [-0.69, -0.05, 0.94], [0.00, -0.25, -0.31], [-0.40, -0.58, -0.11], [-0.05, -0.07, -0.06], [-0.02, 0.10, 0.03], [0.02, -0.07, -0.01], [0.04, 0.03, 0.02], [0.03, -0.07, -0.04], [0.22, 0.11, 0.63], [0.07, 0.07, 0.07], [-0.05, 0.03, -0.06], [0.05, -0.02, 0.06], [0.01, -0.07, -0.04], [0.04, 0.00, 0.04], [-0.16, 0.59, -0.40], [0.04, -0.04, -0.06], [-0.04, -0.04, -0.01], [0.00, 0.04, -0.02], [0.04, 0.00, 0.06], [-0.01, 0.06, 0.02], [0.00, 0.06, 0.01], [-0.01, -0.01, 0.02], [-0.02, 0.02, -0.03], [0.01, 0.01, -0.03], [0.01, 0.02, 0.06], [-0.02, 0.01, -0.05], [-0.01, 0.00, 0.02], [0.01, 0.02, -0.01], [-0.03, 0.01, -0.02], [-0.03, -0.02, -0.02], [0.02, -0.05, 0.01], [0.01, 0.00, 0.02], [-0.02, 0.00, 0.00], [0.00, -0.01, 0.00], [0.00, -0.02, 0.05]],
  "mulliken_charge": [-1.62, -0.95, -0.46, 0.75, -0.98, -1.57, 0.40, 0.67, -2.16, -0.24, 0.47, -0.45, 0.00, 0.28, 0.35, 0.37, 0.47, 0.54, 0.52, 0.36, 0.41, 0.59, -0.85, -0.05, -1.20, -0.32, 3.16, -2.12, -0.64, -0.70, -1.06, -0.56, 1.22, -0.43, 1.63, -1.12, -1.21, 0.44, 0.08, 0.40, 0.44, 0.34, 0.23, 0.51, -0.06, -0.18, 0.56, 0.46, 0.49, 0.50, -2.05, 0.72, 0.54, 0.23, 0.47, 0.31, 0.33, 0.46, 0.35, -1.19, -0.50, 0.02, 0.22, -0.38, 0.00, -0.28, -1.13, 0.36, 0.35, 0.27, 0.44, 0.14, 0.20, 0.29, -0.05, 0.42, 0.24, 0.37, 0.36, -0.14, -0.26, -0.28, 0.00, 1.39, 0.80, 0.69, -0.05, -0.66, -0.59, -0.79, -0.61, 0.68, -0.46, -0.66, -0.57, -0.65, -0.26, 0.67, 0.32, -0.74, -0.59, -0.80, -0.44, 0.33, 0.44, 0.41, 0.42, 0.40, 0.40, 0.46, 0.41, 0.43, 0.42, 0.26, 0.43, 0.43, 0.45, 0.08]
}